[1]
19
Properties=species:S:1:pos:R:3:lowdin_charge:R:1 method="wB97M-V/def2-TZVPD" e_tot_ha=-361.2467 lumo_energy_ev=0.1 charge=0 de_lowest_kcal_mol=89.55 orbital_gap_ev=7.66
C 0.674 1.696 -0.393 -0.16
C -0.290 1.285 0.699 -0.16
C -1.008 0.001 0.348 -0.38
N 0.154 1.769 -1.600 0.10
N 2.435 -0.005 -0.221 -0.08
C -0.586 -1.212 1.084 -0.13
C -0.793 -2.464 0.685 0.04
N -1.851 0.048 -0.614 0.13
H 1.862 1.201 -0.268 0.02
H 0.734 2.037 -2.380 0.11
H -0.758 1.348 -1.802 0.08
H 2.304 -0.455 0.683 -0.04
H 1.983 -0.628 -0.890 -0.03
H -2.260 -0.862 -0.824 0.05
H 0.259 1.193 1.635 0.10
H -1.024 2.090 0.801 0.12
H -0.081 -1.035 2.029 0.10
H -0.492 -3.306 1.292 0.06
H -1.262 -2.700 -0.263 0.06

=====

[2]
19
Properties=species:S:1:pos:R:3:lowdin_charge:R:1 method="wB97M-V/def2-TZVPD" e_tot_ha=-778.5894 lumo_energy_ev="-5.5 / -5.5" charge=+1 de_lowest_kcal_mol=189.50 orbital_gap_ev="9.20 / 9.20"
C -0.391 1.218 0.626 -0.02
N -0.116 0.076 -0.249 -0.41
C -0.062 0.456 -1.702 -0.02
C -0.955 -1.093 -0.023 0.02
S 1.742 -0.321 -0.127 0.95
N 1.916 -0.874 1.376 -0.05
O 2.104 -1.380 -1.003 -0.25
O 2.603 1.548 -0.328 -0.34
H 0.005 0.865 1.567 0.08
H 0.185 2.078 0.324 0.10
H -1.468 1.388 0.994 0.16
H 0.301 -0.337 -2.199 0.06
H -1.044 0.691 -2.015 0.12
H 0.362 1.395 -1.997 0.12
H -0.897 -1.258 0.970 0.08
H -1.873 -0.990 -0.482 0.11
H -0.653 -1.847 -0.687 0.11
H 2.579 -1.653 1.472 0.13
H 1.875 -0.185 2.074 0.07

=====

[3]
29
Properties=species:S:1:pos:R:3:lowdin_charge:R:1 method="wB97M-V/def2-TZVPD" e_tot_ha=-1141.0872 lumo_energy_ev=-13.0 charge=+3 orbital_gap_ev=2.48
Ba -2.896 1.983 -1.219 1.89
Ba -5.177 0.252 1.701 1.90
F -2.326 0.818 1.079 -0.81
O 1.434 -0.695 -0.245 -0.24
S 0.155 -0.607 -1.011 0.75
O -0.494 0.664 -1.385 -0.56
O 0.524 -1.391 -2.461 -0.25
C -0.362 -1.211 -3.603 -0.25
C -0.878 -2.495 -4.249 -0.04
C -1.086 -1.900 -0.353 -0.06
H 0.257 -0.656 -4.307 0.14
H -1.119 -0.557 -3.171 0.06
H -0.028 -3.004 -4.703 0.10
H -1.613 -2.235 -5.011 0.09
H -1.399 -3.117 -3.521 0.08
H -0.514 -2.820 -0.468 0.09
H -2.012 -1.720 -0.900 0.05
H -1.148 -1.714 0.720 0.05
N 0.089 1.885 3.339 0.02
C 0.965 2.845 3.848 -0.13
C 2.300 2.858 3.522 -0.08
C 2.832 1.870 2.713 -0.04
C 2.008 0.780 2.306 -0.06
C 0.623 0.852 2.562 -0.16
H 0.655 3.752 4.346 0.10
H 3.007 3.559 3.941 0.11
H 3.898 1.875 2.542 0.11
H 2.443 -0.015 1.718 0.08
H -0.141 0.146 2.270 0.05

=====

[4]
4
Properties=species:S:1:pos:R:3:lowdin_charge:R:1 method="wB97M-V/def2-TZVPD" e_tot_ha=-3835.7026 lumo_energy_ev="-3.1 / -2.1" charge=0 de_lowest_kcal_mol=11.44 orbital_gap_ev="5.57 / 8.68"
P -0.805 0.968 0.582 -0.07
Cl 2.299 -1.258 0.085 -0.19
Cl 0.692 0.815 -0.575 0.08
Br -2.185 -0.526 -0.091 0.18